A 9-piece molecular cluster, C35H87N5O12S3 overall. Source: the Open Molecules 2025 dataset; level of theory: ωB97M-V with the def2-TZVPD basis set.

Last columns: bonded neighbours and bond lengths (Å).
Cartesian coordinates (Å):
1 S 1.456 -2.457 -5.513  O8 1.443, O12 1.443, C23 1.810, C35 1.836
2 S -0.917 -0.015 5.183  O5 1.438, O9 1.445, C45 1.816, C49 1.809
3 S 4.295 -1.884 0.175  O11 1.438, O15 1.449, C26 1.831, C55 1.773
4 O 0.357 -2.141 1.491  C42 1.432, H101 0.970
5 O 0.474 -0.263 5.450  S2 1.438
6 O -2.496 3.231 -1.773  C37 1.424, C51 1.406
7 O -0.047 5.505 0.193  C31 1.407, C32 1.420
8 O 2.678 -3.085 -5.073  S1 1.443
9 O -1.358 0.925 4.178  S2 1.445
10 O 2.641 3.049 4.519  C48 1.394, C53 1.397
11 O 5.172 -0.932 0.801  S3 1.438
12 O 0.468 -3.226 -6.231  S1 1.443
13 O -1.044 -6.566 2.394  C22 1.403, C54 1.425
14 O -2.745 -2.483 -3.968  C30 1.404, C33 1.434
15 O 2.864 -1.873 0.400  S3 1.449
16 N 3.925 2.389 7.904  C47 1.482, H119 1.020, H127 1.018
17 N 1.482 -4.938 0.202  C50 1.470, H95 1.017, H137 1.021
18 N 1.180 7.910 -0.964  C39 1.478, H65 1.021, H138 1.016
19 N -5.158 5.703 -2.035  C46 1.474, H64 1.015, H113 1.014
20 N -4.531 -1.262 -6.953  C40 1.470, H63 1.012, H89 1.016
21 C 0.470 -0.220 -4.624  C23 1.514, C24 1.527, H85 1.092, H111 1.090
22 C -0.909 -7.945 2.176  O13 1.403, H84 1.090, H120 1.092, H125 1.101
23 C 0.727 -1.612 -4.088  S1 1.810, C21 1.514, H91 1.090, H117 1.086
24 C 1.649 0.148 -5.522  C21 1.527, C35 1.538, H99 1.093, H132 1.092
25 C -2.769 -0.716 6.987  C38 1.539, C45 1.531, H121 1.086, H133 1.094
26 C 4.631 -1.875 -1.625  S3 1.831, C43 1.544, H81 1.089, H82 1.084
27 C 0.043 0.204 1.290  C42 1.521, H59 1.086, H67 1.100, H71 1.094
28 C -4.766 -0.532 -4.628  C40 1.549, H96 1.102, H105 1.090, H128 1.089
29 C -0.851 -1.335 -0.403  C42 1.531, H90 1.096, H134 1.094, H139 1.092
30 C -2.354 -3.739 -3.474  O14 1.404, H61 1.095, H78 1.098, H135 1.095
31 C 0.082 5.684 -1.197  O7 1.407, C39 1.525, H70 1.098, H110 1.106
32 C -0.288 4.163 0.589  O7 1.420, H62 1.100, H72 1.086, H140 1.090
33 C -3.543 -2.612 -5.152  O14 1.434, C40 1.511, H80 1.092, H103 1.099
34 C -0.170 7.397 -3.007  C39 1.516, H74 1.090, H112 1.097, H141 1.087
35 C 1.821 -0.985 -6.548  S1 1.836, C24 1.538, H57 1.086, H126 1.084
36 C 2.371 -6.673 1.638  C50 1.532, H79 1.088, H102 1.093, H118 1.092
37 C -3.824 3.613 -2.120  O6 1.424, C46 1.523, H104 1.092, H123 1.098
38 C -3.102 -1.407 5.653  C25 1.539, C49 1.504, H58 1.094, H94 1.090
39 C 0.025 7.174 -1.520  N18 1.478, C31 1.525, C34 1.516, H86 1.097
40 C -3.835 -1.218 -5.659  N20 1.470, C28 1.549, C33 1.511, H100 1.089
41 C 4.572 -4.216 -0.981  C43 1.535, C55 1.531, H92 1.088, H115 1.089
42 C -0.607 -1.158 1.098  O4 1.432, C27 1.521, C29 1.531, H109 1.088
43 C 5.246 -3.249 -1.965  C26 1.544, C41 1.535, H68 1.091, H107 1.088
44 C -4.079 4.968 0.027  C46 1.514, H73 1.089, H131 1.094, H142 1.088
45 C -1.765 0.411 6.731  S2 1.816, C25 1.531, H87 1.090, H88 1.087
46 C -3.993 4.987 -1.485  N19 1.474, C37 1.523, C44 1.514, H75 1.100
47 C 3.601 3.196 6.705  N16 1.482, C48 1.511, C52 1.534, H114 1.090
48 C 2.873 2.339 5.696  O10 1.394, C47 1.511, H97 1.100, H130 1.103
49 C -1.834 -1.539 4.856  S2 1.809, C38 1.504, H56 1.091, H136 1.087
50 C 1.091 -6.082 1.038  N17 1.470, C36 1.532, C54 1.549, H116 1.092
51 C -2.004 2.054 -2.362  O6 1.406, H83 1.097, H122 1.090, H129 1.096
52 C 4.898 3.765 6.116  C47 1.534, H60 1.089, H77 1.093, H98 1.100
53 C 1.602 2.548 3.730  O10 1.397, H66 1.104, H69 1.093, H108 1.088
54 C 0.092 -5.735 2.170  O13 1.425, C50 1.549, H93 1.092, H106 1.098
55 C 4.818 -3.565 0.383  S3 1.773, C41 1.531, H76 1.093, H124 1.086
56 H -1.194 -2.361 5.181  C49 1.091
57 H 2.839 -1.172 -6.874  C35 1.086
58 H -3.818 -0.793 5.098  C38 1.094
59 H 0.239 0.486 2.320  C27 1.086
60 H 5.580 4.261 6.806  C52 1.089
61 H -1.497 -4.206 -3.971  C30 1.095
62 H 0.581 3.588 0.237  C32 1.100
63 H -4.648 -0.339 -7.351  N20 1.012
64 H -5.034 5.988 -3.002  N19 1.015
65 H 1.952 7.555 -1.530  N18 1.021
66 H 1.773 1.510 3.397  C53 1.104
67 H -0.580 1.040 0.940  C27 1.100
68 H 4.904 -3.454 -2.980  C43 1.091
69 H 0.682 2.502 4.318  C53 1.093
70 H -0.708 5.148 -1.740  C31 1.098
71 H 0.916 0.321 0.640  C27 1.094
72 H -0.278 4.265 1.671  C32 1.086
73 H -4.820 5.665 0.416  C44 1.089
74 H 0.603 6.906 -3.599  C34 1.090
75 H -3.105 5.525 -1.844  C46 1.100
76 H 5.902 -3.505 0.511  C55 1.093
77 H 5.439 3.054 5.485  C52 1.093
78 H -2.012 -3.485 -2.462  C30 1.098
79 H 2.964 -5.861 2.053  C36 1.088
80 H -4.434 -3.213 -4.961  C33 1.092
81 H 3.627 -1.863 -2.048  C26 1.089
82 H 5.251 -1.017 -1.861  C26 1.084
83 H -2.288 1.922 -3.414  C51 1.097
84 H -1.787 -8.327 1.655  C22 1.090
85 H -0.430 -0.185 -5.242  C21 1.092
86 H -0.853 7.479 -0.937  C39 1.097
87 H -2.225 1.382 6.546  C45 1.090
88 H -1.006 0.530 7.499  C45 1.087
89 H -5.478 -1.579 -6.763  N20 1.016
90 H -1.533 -2.162 -0.632  C29 1.096
91 H -0.144 -2.247 -3.922  C23 1.090
92 H 3.526 -4.298 -1.268  C41 1.088
93 H -0.317 -4.747 1.951  C54 1.092
94 H -3.655 -2.307 5.923  C38 1.090
95 H 0.665 -4.581 -0.285  N17 1.017
96 H -4.263 -0.481 -3.649  C28 1.102
97 H 3.387 1.384 5.511  C48 1.100
98 H 4.620 4.536 5.382  C52 1.100
99 H 1.421 1.081 -6.045  C24 1.093
100 H -2.942 -0.604 -5.762  C40 1.089
101 H 1.189 -1.796 1.129  O4 0.970
102 H 2.876 -7.245 0.855  C36 1.093
103 H -2.859 -3.085 -5.870  C33 1.099
104 H -3.917 3.583 -3.207  C37 1.092
105 H -4.875 0.519 -4.894  C28 1.090
106 H 0.659 -5.666 3.108  C54 1.098
107 H 6.330 -3.316 -1.901  C43 1.088
108 H 1.535 3.033 2.759  C53 1.088
109 H -1.540 -1.284 1.643  C42 1.088
110 H 1.060 5.268 -1.504  C31 1.106
111 H 0.343 0.471 -3.791  C21 1.090
112 H 0.018 8.458 -3.211  C34 1.097
113 H -5.254 6.593 -1.558  N19 1.014
114 H 2.977 4.044 6.985  C47 1.090
115 H 5.007 -5.210 -0.882  C41 1.089
116 H 0.626 -6.798 0.357  C50 1.092
117 H 1.409 -1.706 -3.247  C23 1.086
118 H 2.166 -7.448 2.380  C36 1.092
119 H 4.347 3.077 8.528  N16 1.020
120 H -0.019 -8.217 1.605  C22 1.092
121 H -3.642 -0.388 7.544  C25 1.086
122 H -0.917 2.086 -2.290  C51 1.090
123 H -4.514 2.940 -1.594  C37 1.098
124 H 4.354 -4.021 1.252  C55 1.086
125 H -0.777 -8.550 3.086  C22 1.101
126 H 1.106 -0.836 -7.348  C35 1.084
127 H 4.740 1.800 7.744  N16 1.018
128 H -5.648 -1.120 -4.379  C28 1.089
129 H -2.386 1.190 -1.805  C51 1.096
130 H 1.934 2.040 6.193  C48 1.103
131 H -4.403 3.989 0.391  C44 1.094
132 H 2.575 0.374 -4.990  C24 1.092
133 H -2.217 -1.417 7.621  C25 1.094
134 H -1.370 -0.548 -0.957  C29 1.094
135 H -3.149 -4.461 -3.262  C30 1.095
136 H -1.886 -1.543 3.770  C49 1.087
137 H 1.699 -4.199 0.873  N17 1.021
138 H 1.362 7.563 -0.026  N18 1.016
139 H 0.140 -1.485 -0.836  C29 1.092
140 H -1.185 3.699 0.180  C32 1.090
141 H -1.226 7.259 -3.226  C34 1.087
142 H -3.111 5.192 0.471  C44 1.088

As for the SMILES: O=S1(=O)CCCC1.O=S1(=O)CCCC1.O=S1(=O)CCCC1.COC[C@H](C)N.COC[C@H](C)N.COC[C@H](C)N.COC[C@H](C)N.COC[C@H](C)N.CC(C)O. For the orbital gap, the calculation gives 9.37 eV. As for the multiplicity: 1. The total energy comes out at -3756.764539 Ha. The calculation puts the HOMO energy at -9.09 eV.